Entry from the OMol25 dataset: one molecule with the formula C14H13ClN4O3 (the ωB97M-V functional and the def2-TZVPD basis).

As for the multiplicity: 1. The energy relative to the best compared isomer or geometry (same formula, charge and spin) comes out at 0.00 kJ/mol. For the strongest force on any atom, the calculation gives 0.81 eV/Å.

XYZ file:
```
35
Properties=species:S:1:pos:R:3:forces:R:3
C 2.32451 -0.37463 1.12453 0.438 0.002 -0.234
O 1.20919 0.00145 1.92303 -0.416 -0.106 0.291
C 0.71603 -0.98087 2.75892 0.040 -0.083 0.043
C 0.90569 -0.81087 4.12437 -0.053 -0.013 -0.182
C 0.44880 -1.73464 5.04286 -0.036 -0.087 -0.042
C -0.20414 -2.86287 4.57333 0.128 0.190 -0.223
Cl -0.76438 -4.05839 5.68519 -0.079 -0.160 0.149
C -0.42126 -3.04366 3.22109 0.029 0.110 0.084
C 0.01055 -2.09975 2.28677 0.151 0.382 0.423
N -0.23969 -2.38561 0.94341 0.089 -0.429 -0.178
C -0.64817 -1.62036 -0.13711 -0.129 -0.013 -0.059
O -0.98795 -2.17140 -1.16362 -0.042 -0.039 -0.251
N -0.73719 -0.26892 0.04942 0.291 0.756 0.010
N -0.97461 0.50995 -1.08096 -0.305 -0.557 -0.033
C -0.07316 1.40485 -1.53703 -0.120 -0.346 0.447
O 0.95084 1.69778 -0.94437 0.131 0.081 -0.013
C -0.49761 2.04352 -2.81868 0.153 0.425 -0.514
C 0.29727 3.02921 -3.39437 -0.083 -0.164 0.180
C -0.11247 3.58901 -4.59313 -0.119 -0.094 0.015
C -1.29252 3.14299 -5.16671 0.090 -0.009 0.109
C -2.01235 2.15265 -4.51029 -0.139 0.128 -0.330
N -1.63074 1.61440 -3.36890 0.086 -0.204 0.340
H 3.21498 -0.49225 1.74808 -0.068 -0.015 0.023
H 2.46240 0.44157 0.41708 0.028 -0.135 0.033
H 2.13895 -1.30593 0.58308 -0.022 0.040 0.020
H 1.43576 0.07023 4.45069 0.057 0.103 0.012
H 0.60861 -1.59184 6.09869 0.005 -0.006 0.109
H -0.94344 -3.92412 2.87796 -0.087 -0.072 -0.023
H -0.45003 -3.36223 0.77069 0.068 0.261 -0.128
H -0.12053 0.19313 0.72389 -0.171 -0.163 -0.102
H -1.70820 0.18932 -1.70305 0.085 0.115 0.178
H 1.20473 3.33051 -2.89552 0.068 0.008 0.044
H 0.47717 4.35779 -5.07093 0.037 0.041 -0.024
H -1.64823 3.55002 -6.10028 -0.052 0.014 -0.069
H -2.93882 1.76997 -4.91814 -0.050 0.038 -0.107
```
Forces are in eV/Å.

***

Entry from the OMol25 dataset: C21H30CeF5NOP2S as an isolated structure in a non-equilibrium geometry (the ωB97M-V functional and the def2-TZVPD basis).

As for the multiplicity: 1. The electronic energy comes out at -81724.8446 eV. For the strongest force on any atom, the calculation gives 4.32 eV/Å.

XYZ file:
```
62
Properties=species:S:1:pos:R:3:forces:R:3
Ce 0.08887 0.60499 0.25932 -3.354 -2.122 -1.714
P 2.51234 -0.48020 -1.06460 0.685 -0.244 -0.253
P -2.76920 0.43415 1.19575 2.259 0.839 -0.706
N -0.66146 0.24185 -1.65957 1.658 0.817 3.624
H -0.71515 -1.87644 1.34262 -0.027 -0.149 -1.492
C 3.21933 -2.18125 -1.19815 -0.328 -0.091 0.048
H 4.20796 -2.14227 -1.69202 -0.466 -0.038 0.208
H 2.52577 -2.80769 -1.78725 0.364 0.213 0.264
H 3.31765 -2.62207 -0.19059 -0.001 0.153 -0.467
C 3.98060 0.41078 -0.40602 0.038 -0.007 0.045
H 4.86319 0.09590 -0.98736 -0.185 0.290 0.321
H 4.11859 0.19504 0.66608 0.048 0.059 -0.492
H 3.81604 1.49326 -0.51705 0.188 -0.281 0.037
C 2.55691 0.08341 -2.80369 -0.045 -0.048 -0.006
H 3.56695 -0.06076 -3.21082 -0.257 0.064 -0.021
H 2.28213 1.14514 -2.84880 0.071 -0.236 -0.033
H 1.81774 -0.47513 -3.39026 0.156 0.131 0.112
C -3.91395 -0.76639 1.90154 -0.525 -0.296 -0.412
H -4.83522 -0.23214 2.15899 -0.059 -0.188 -0.133
H -3.53586 -1.26812 2.79052 0.251 0.257 -0.092
H -4.10685 -1.53984 1.14157 -0.137 0.260 0.249
C -2.60106 1.71667 2.49664 -0.237 -0.256 0.024
H -3.63408 1.90047 2.81608 0.269 0.517 0.188
H -2.14058 2.61485 2.05691 -0.371 -0.041 0.125
H -1.98892 1.41595 3.36225 -0.449 -0.102 -0.562
C -3.67211 1.34768 -0.09212 -1.101 -0.008 0.380
H -4.64935 1.61606 0.33320 -0.074 0.202 -0.506
H -3.79256 0.71670 -0.98001 -0.015 0.164 0.166
H -3.13791 2.26351 -0.37943 -0.030 -0.295 0.129
C -1.22058 0.31016 -2.88585 -0.503 -0.162 -0.902
C -2.17247 -0.72179 -4.87818 0.025 0.580 0.039
C -1.64333 -0.84952 -3.59730 0.188 0.573 0.156
C -1.40510 1.58291 -3.48090 0.047 -0.356 -0.018
C -1.93154 1.69197 -4.76034 -0.048 -0.352 0.056
C -2.31720 0.54519 -5.47250 0.216 -0.021 0.451
H -2.48013 -1.60250 -5.42925 -0.008 -0.005 0.038
H -1.53270 -1.81153 -3.08885 -0.050 0.258 -0.314
H -1.10632 2.45077 -2.87696 -0.150 -0.275 -0.457
H -2.03851 2.67892 -5.19691 -0.074 -0.087 -0.083
H -2.72921 0.64660 -6.47165 0.055 -0.079 0.125
C 2.28712 -0.05758 2.84540 -1.600 1.281 -1.239
O 1.77016 0.67843 1.94335 2.074 -1.160 2.134
C 2.54985 -1.49226 2.61002 0.165 -0.915 0.093
H 2.52472 -2.03574 3.56607 -0.098 0.196 -0.301
H 3.55628 -1.67339 2.21009 -0.125 0.237 -0.165
H 1.77062 -1.91311 1.96330 0.333 0.134 0.030
C 2.48991 0.44326 4.22280 -0.057 0.423 0.357
H 2.04376 -0.29027 4.91626 -0.039 0.348 -0.260
H 2.00918 1.42270 4.33115 0.258 -0.257 0.140
H 3.55622 0.48156 4.49918 -0.209 0.058 -0.275
F -0.01472 -0.93287 8.81107 -0.098 0.263 -0.454
C -0.26723 -0.84235 7.48902 -0.188 -0.455 -0.464
C -0.51555 0.36790 6.85248 0.113 0.815 -0.303
F -0.49731 1.49535 7.60868 0.034 -0.128 -0.082
C -0.71912 0.42807 5.46252 0.615 -1.515 1.026
F -0.67870 1.67570 4.88056 -0.112 0.132 0.241
C -0.79506 -0.70231 4.67615 -0.065 0.908 2.089
S -0.77446 -1.01343 2.40101 1.047 -0.672 -0.784
C -0.62334 -1.90019 5.33979 0.177 0.831 1.059
F -0.72977 -3.07347 4.66413 0.072 -0.225 0.007
C -0.30580 -1.99683 6.71434 -0.285 -0.214 -1.063
F -0.05824 -3.20224 7.27048 -0.038 0.277 0.093
```
Forces are in eV/Å.

***

Entry from the OMol25 dataset: C37H32LiN3P2 as an isolated structure (the ωB97M-V functional and the def2-TZVPD basis).

As for the multiplicity: 1. The electronic energy comes out at -62140.9253 eV. For the strongest force on any atom, the calculation gives 0.59 eV/Å.

XYZ file:
```
75
Properties=species:S:1:pos:R:3:forces:R:3
Li 0.34987 0.58948 0.57080 -0.410 0.166 -0.388
C -2.67841 -0.14199 1.63895 0.175 0.021 0.041
P -2.15524 0.55562 0.00597 -0.495 -0.120 -0.049
C -3.02452 2.16219 -0.01252 0.104 0.085 0.026
C -3.60349 2.70763 -1.15770 0.072 -0.016 0.067
C -4.14947 3.98323 -1.12917 -0.021 0.002 -0.038
C -4.11122 4.73419 0.03598 -0.007 0.030 0.005
C -3.51352 4.20931 1.17353 0.003 0.051 0.016
C -2.96731 2.93608 1.14920 -0.046 -0.101 -0.010
C -3.13617 -0.48282 -1.14797 0.107 0.030 -0.034
C -2.42728 -1.39580 -1.92964 -0.027 0.074 0.042
C -3.08818 -2.24899 -2.80306 -0.022 -0.041 -0.034
C -4.46927 -2.19534 -2.90833 0.054 -0.029 -0.003
C -5.18591 -1.30306 -2.12181 -0.093 0.029 0.016
C -4.52748 -0.45693 -1.24347 0.027 -0.002 0.019
C -1.52912 -0.10985 2.60862 0.050 -0.163 0.093
C -1.43063 -0.73543 3.84050 -0.156 0.004 -0.016
C -0.15504 -0.41002 4.34372 0.180 0.035 -0.024
C 0.45378 0.38360 3.38512 -0.279 0.020 0.214
C 1.83007 0.95155 3.44812 0.143 -0.065 -0.232
P 3.10830 0.24454 2.26931 -0.138 -0.123 0.260
C 2.65393 0.93640 0.64752 0.226 0.262 -0.007
C 3.26719 0.26913 -0.55718 -0.054 0.024 -0.017
C 3.58049 1.17396 -1.80095 -0.070 0.096 -0.002
C 2.98258 2.53961 -1.74633 0.012 -0.094 -0.017
C 2.23540 2.94458 -0.72033 0.047 0.161 -0.243
C 2.10423 2.15876 0.50281 0.220 -0.113 0.289
C 2.55158 -1.49907 2.22678 0.017 0.145 -0.041
C 3.28228 -2.42744 2.96470 0.017 0.042 -0.009
C 2.80658 -3.71838 3.14599 -0.021 -0.111 0.029
C 1.59070 -4.09674 2.59495 0.046 0.043 0.019
C 0.86505 -3.18578 1.84115 -0.090 0.043 -0.117
C 1.34745 -1.90131 1.65505 0.071 -0.083 -0.001
N -0.38219 0.56930 2.31581 0.186 0.205 0.212
H -2.99914 -1.17143 1.46503 -0.040 0.015 -0.046
H -3.54530 0.41461 2.00610 -0.043 -0.040 -0.032
H -3.63197 2.13406 -2.07542 -0.039 -0.043 -0.030
H -4.60856 4.39155 -2.02117 0.004 -0.012 0.003
H -4.54346 5.72655 0.05685 0.008 -0.004 0.000
H -3.47105 4.79711 2.08200 0.002 -0.020 0.004
H -2.48757 2.52616 2.03263 -0.013 0.068 0.011
H -1.34842 -1.43950 -1.83636 0.012 -0.022 -0.023
H -2.52320 -2.95429 -3.39999 -0.004 0.011 0.001
H -4.98790 -2.85239 -3.59488 -0.006 0.004 0.009
H -6.26621 -1.27082 -2.19321 0.011 0.007 0.016
H -5.09820 0.22376 -0.62359 0.001 0.052 -0.022
H -2.18412 -1.34143 4.32295 -0.018 0.025 -0.033
H 0.27520 -0.72482 5.28423 0.014 0.014 -0.015
H 2.24731 0.76336 4.43860 0.010 0.030 0.014
H 1.84825 2.03554 3.30373 0.035 0.013 0.082
H 4.12692 -0.33033 -0.25294 0.017 0.002 -0.057
H 4.63765 1.22828 -2.07027 -0.009 -0.055 -0.014
H 3.16174 3.18639 -2.59862 -0.056 0.068 0.044
H 1.78761 3.93134 -0.73275 0.004 -0.010 0.001
H 1.67472 2.66887 1.35779 -0.052 -0.056 -0.007
H 4.22473 -2.13190 3.41161 -0.007 0.010 0.002
H 3.37891 -4.43028 3.72768 0.012 0.025 -0.002
H 1.20678 -5.09594 2.75566 0.014 -0.007 -0.004
H -0.08744 -3.46290 1.40531 0.021 -0.025 0.017
H 0.77678 -1.20961 1.05088 -0.016 -0.379 0.166
N 1.51439 0.67339 -3.24494 0.130 -0.160 -0.034
C 0.56167 0.48929 -2.30353 -0.040 -0.056 -0.011
N 0.88946 -0.19024 -1.26384 0.107 -0.035 -0.041
C 2.29834 -0.58090 -1.43886 0.227 -0.078 -0.176
C 2.50813 -2.06038 -1.44536 -0.054 0.045 -0.023
C 3.22839 -2.64108 -2.40400 -0.073 -0.120 0.148
C 3.80115 -1.89827 -3.52986 0.035 0.132 -0.124
C 3.58259 -0.59716 -3.70633 0.020 0.005 0.044
C 2.78064 0.17460 -2.71380 -0.075 0.053 0.035
H 1.41780 1.25089 -4.05948 -0.079 0.056 0.033
H -0.43987 0.88378 -2.44122 0.048 0.041 -0.014
H 2.06618 -2.63225 -0.64093 0.025 -0.047 -0.002
H 3.39227 -3.71151 -2.37905 -0.017 0.010 0.017
H 4.39047 -2.45226 -4.25022 0.006 0.024 -0.006
H 3.96928 -0.06008 -4.56655 0.050 -0.051 0.004
```
Forces are in eV/Å.

***

Entry from the OMol25 dataset: C21H29AgN3O2 as an isolated structure (the ωB97M-V functional and the def2-TZVPD basis).

As for the multiplicity: 1. The energy relative to the best compared isomer or geometry (same formula, charge and spin) comes out at 0.00 kJ/mol. Its net charge is -1. For the strongest force on any atom, the calculation gives 0.65 eV/Å.

XYZ file:
```
56
Properties=species:S:1:pos:R:3:forces:R:3
Ag -0.14722 0.62990 -0.01745 0.324 -0.563 -0.020
C -1.17798 -5.13603 0.26361 -0.038 -0.064 0.053
C -0.96227 -4.29761 -0.99801 0.045 0.098 0.029
C -0.59264 -5.19587 -2.17753 -0.011 -0.070 -0.057
C -2.17787 -3.43192 -1.28997 -0.182 -0.107 -0.002
C -3.40765 -4.06267 -1.48449 0.068 0.028 0.009
C -4.57208 -3.33724 -1.64961 0.042 -0.034 -0.001
C -4.52526 -1.95165 -1.58015 -0.045 0.033 0.052
C -3.32777 -1.27839 -1.38786 -0.105 -0.028 -0.060
C -3.27435 0.23090 -1.28811 0.125 -0.137 -0.009
C -2.85398 0.86817 -2.61292 0.034 -0.023 -0.080
C -4.55592 0.86861 -0.77054 -0.092 0.042 -0.013
C -2.13928 -2.02837 -1.29788 0.324 0.157 0.041
N -0.90606 -1.33873 -1.17599 -0.287 -0.071 -0.091
C 0.00868 -1.62279 -2.04255 0.254 0.066 0.066
C 1.33127 -1.09832 -2.00957 -0.318 -0.190 0.124
C 2.37677 -1.37716 -2.89516 0.160 0.152 -0.065
C 3.46463 -0.63134 -2.44156 -0.112 -0.127 -0.012
C 3.02044 0.05230 -1.29026 0.034 0.040 0.140
N 1.74313 -0.23913 -1.02089 -0.094 0.164 -0.176
C 3.86020 0.97590 -0.43240 -0.081 -0.024 -0.013
C 4.38963 2.13085 -1.29067 0.024 0.075 -0.002
C 3.05722 1.54926 0.73272 0.032 0.008 0.078
C 5.05249 0.19196 0.13359 0.013 -0.001 0.031
H -0.26785 -5.68777 0.51006 0.001 0.005 0.008
H -1.98231 -5.86443 0.13399 0.001 0.009 -0.037
H -1.43934 -4.50708 1.11563 0.024 0.029 -0.017
H -0.11644 -3.64119 -0.79536 -0.007 -0.022 -0.018
H -1.40765 -5.88434 -2.41660 -0.005 0.010 0.018
H 0.29052 -5.79523 -1.94487 0.006 0.014 0.010
H -0.38116 -4.61690 -3.07760 0.005 0.028 0.018
H -3.44356 -5.14649 -1.49281 -0.034 -0.004 -0.004
H -5.51427 -3.84772 -1.80825 -0.008 0.015 0.002
H -5.44268 -1.38276 -1.66772 0.004 -0.005 -0.003
H -2.48903 0.44481 -0.56112 -0.043 0.174 0.075
H -3.63889 0.72690 -3.36278 0.004 0.018 0.001
H -1.93672 0.41981 -2.99770 -0.003 -0.001 0.030
H -2.67126 1.93561 -2.48049 -0.028 0.007 0.031
H -5.34791 0.85587 -1.52573 0.013 0.001 -0.008
H -4.35632 1.90915 -0.51235 0.007 0.001 -0.009
H -4.93566 0.36464 0.12016 0.057 -0.007 0.018
H -0.21940 -2.31361 -2.86098 0.021 0.007 -0.001
H 2.32319 -2.03219 -3.75305 0.027 0.010 -0.009
H 4.45447 -0.58144 -2.87035 -0.004 -0.028 -0.021
H 3.56667 2.71204 -1.70991 -0.022 -0.022 0.015
H 5.00039 1.76589 -2.11878 -0.007 -0.029 0.003
H 5.00540 2.80061 -0.68215 -0.001 -0.004 -0.012
H 2.21553 2.16224 0.40860 0.035 0.008 -0.063
H 3.71465 2.17290 1.34630 -0.033 0.008 0.009
H 2.65659 0.75437 1.36452 0.021 -0.013 -0.005
H 5.66740 -0.23252 -0.66212 -0.013 0.014 -0.021
H 4.70688 -0.62958 0.76444 -0.011 0.005 -0.008
H 5.68024 0.85148 0.74054 0.016 -0.016 -0.001
O -0.99793 3.22136 -0.45263 -0.110 0.184 -0.151
N -0.45095 2.82936 0.58221 0.014 0.423 0.064
O -1.19871 2.21798 1.40655 -0.045 -0.244 0.060
```
Forces are in eV/Å.

***

Entry from the OMol25 dataset: one molecule with the formula C20H29NO4 (the ωB97M-V functional and the def2-TZVPD basis).

As for the multiplicity: 1. The energy relative to the best compared isomer or geometry (same formula, charge and spin) comes out at 38.37 kJ/mol. For the strongest force on any atom, the calculation gives 0.56 eV/Å.

XYZ file:
```
54
Properties=species:S:1:pos:R:3:forces:R:3
C 1.11892 4.70381 1.58861 -0.254 -0.276 -0.166
C -0.23799 4.22031 1.09918 0.090 0.551 -0.041
O -0.22033 2.82056 0.81117 -0.132 -0.154 0.284
C 0.24296 2.45180 -0.38456 0.163 -0.374 -0.210
O 0.62854 3.22807 -1.22022 0.009 0.148 -0.077
C 0.20560 0.93804 -0.58460 0.180 0.222 0.016
C -1.00573 0.62811 -1.49624 -0.055 0.225 -0.008
C -2.27898 1.45288 -1.27370 0.043 -0.177 0.108
C -3.07820 1.11186 -0.01001 -0.031 0.115 -0.129
C -3.39374 -0.35393 0.12232 -0.039 0.051 0.125
C -3.97511 -1.05630 -0.92817 0.016 0.005 0.016
C -4.25255 -2.40616 -0.81204 -0.038 -0.040 -0.088
C -3.95905 -3.07959 0.36173 -0.004 -0.104 0.045
C -3.39987 -2.38830 1.42160 -0.009 -0.105 0.054
C -3.12322 -1.03744 1.30112 -0.019 0.033 -0.025
C 1.51627 0.55269 -1.29734 -0.093 -0.131 -0.116
C 1.66488 -0.96280 -1.43214 0.167 0.228 -0.274
N 1.61237 -1.57987 -0.12700 -0.290 0.117 -0.030
C 2.59369 -2.27137 0.48258 0.343 -0.144 -0.109
O 2.46903 -2.73385 1.60385 0.145 -0.173 0.258
C 3.89344 -2.49463 -0.30274 0.136 -0.114 0.064
O 4.52193 -1.31098 -0.74224 -0.086 -0.087 -0.200
C 5.02648 -0.53122 0.31499 0.059 0.060 0.107
C 0.38229 -1.30615 0.58775 -0.138 0.054 0.377
C 0.17812 0.19790 0.75895 -0.056 -0.196 -0.121
H 1.43181 4.13087 2.45827 0.040 -0.007 0.100
H 1.85922 4.58704 0.80103 0.068 0.031 -0.030
H 1.05587 5.75384 1.85890 0.018 0.125 0.048
H -0.52880 4.76462 0.19464 -0.038 -0.081 0.173
H -1.00200 4.34136 1.86992 0.059 -0.026 -0.118
H -0.68814 0.81329 -2.52509 0.026 -0.092 -0.015
H -1.26393 -0.42743 -1.41102 0.070 -0.049 -0.101
H -2.91896 1.28855 -2.14373 0.008 0.080 -0.010
H -2.03676 2.51706 -1.26045 -0.071 0.055 -0.099
H -2.53877 1.45608 0.87319 -0.058 0.003 0.038
H -4.01904 1.67073 -0.05049 0.051 0.041 0.082
H -4.21750 -0.54345 -1.84741 -0.010 0.063 -0.116
H -4.70103 -2.93462 -1.64089 -0.037 -0.041 -0.062
H -4.17116 -4.13457 0.45099 -0.015 -0.086 0.009
H -3.17594 -2.90096 2.34533 0.020 -0.051 0.082
H -2.69822 -0.50865 2.14275 0.069 0.086 0.058
H 2.36059 0.93226 -0.71740 0.078 -0.004 -0.003
H 1.55706 1.02091 -2.28076 -0.011 0.038 0.008
H 0.84814 -1.36843 -2.04054 0.059 -0.009 -0.031
H 2.61154 -1.18488 -1.91887 -0.144 -0.020 -0.007
H 3.68767 -3.08712 -1.19876 0.005 0.018 0.080
H 4.56256 -3.06697 0.35474 -0.181 0.066 -0.073
H 5.47266 0.35141 -0.13907 0.005 0.018 0.089
H 4.23278 -0.22922 1.00737 0.010 0.036 0.013
H 5.78914 -1.08008 0.87942 -0.015 0.025 -0.001
H -0.45655 -1.75333 0.04379 0.012 -0.021 0.040
H 0.45596 -1.78897 1.56380 -0.092 0.042 -0.169
H 0.98357 0.58791 1.38562 -0.023 -0.014 0.069
H -0.75937 0.36996 1.27802 -0.009 0.037 0.087
```
Forces are in eV/Å.

***

> strongest force on any atom of number 3 (C37H32LiN3P2)?

0.59 eV/Å

***

> What is the strongest force on any atom in the fourth record?

0.65 eV/Å